{
  "formula": "C5H10N2O",
  "method": "wB97M-V/def2-TZVPD",
  "symbols": ["H", "H", "C", "H", "N", "C", "H", "N", "C", "H", "O", "H", "H", "H", "C", "H", "H", "C"],
  "positions_angstrom": [[0.922, 3.062, -1.108], [2.393, -0.704, 0.710], [-0.493, 0.372, -0.732], [0.203, -2.466, 0.420], [0.542, 1.282, -0.643], [1.907, -0.106, 1.490], [-2.371, 1.155, -1.396], [0.601, 0.415, 1.121], [-0.251, -0.375, 0.398], [-1.275, 0.694, -2.699], [0.103, 2.581, -0.929], [-1.506, -2.083, 0.188], [-2.110, -0.553, -1.751], [2.550, 0.740, 1.734], [-1.620, 0.421, -1.700], [-0.779, -1.923, 1.789], [1.786, -0.725, 2.386], [-0.601, -1.787, 0.720]],
  "e_tot_ha": -381.1069,
  "largest_force_ha_per_bohr": 0.02789,
  "smiles": "C/N=C(C)/C(C)=N/O",
  "homo_lumo_gap_ev": [8.617, 8.617],
  "total_charge": 0
}